Record 1
{
  "formula": "CH4IN4P",
  "method": "wB97M-V/def2-TZVPD",
  "spin_multiplicity": 1,
  "smiles": "Pc1nnn[nH]1.I",
  "charge": 0,
  "de_lowest_ev": 0.493,
  "homo_energy_ev": -9.81,
  "total_energy_ha": -898.47972,
  "species": ["C", "N", "N", "N", "N", "P", "I", "H", "H", "H", "H"],
  "positions_angstrom": [[-0.7624, 0.4950, 0.1101], [0.4753, -1.0458, 0.8507], [-0.6537, -1.1513, 1.3369], [0.4588, 0.0132, 0.0398], [-1.4867, -0.2264, 0.9355], [-1.4737, 1.9915, -0.8020], [3.5888, -2.2839, -0.1091], [-1.1825, 2.1397, -2.1555], [1.3662, 0.2601, -0.3169], [2.4646, -1.6260, 1.0108], [-2.7946, 1.4340, -0.9003]],
  "forces_ev_per_angstrom": [[-1.425, 2.592, -2.720], [2.364, -0.589, -0.099], [-1.367, -2.326, 2.524], [0.828, -0.593, 0.378], [-0.482, 1.115, -1.014], [-1.062, 0.312, 2.180], [-0.839, 0.658, 1.014], [0.515, -1.115, -0.428], [-0.254, 0.524, -0.581], [1.002, -0.786, -1.104], [0.719, 0.207, -0.149]]
}


Record 2
{
  "formula": "C57H57CaClFN7OP2S2",
  "method": "wB97M-V/def2-TZVPD",
  "spin_multiplicity": 1,
  "charge": 0,
  "de_lowest_ev": 7.466,
  "homo_energy_ev": -6.43,
  "total_energy_ha": -5381.49943,
  "species": ["Ca", "O", "S", "C", "C", "C", "C", "C", "C", "P", "C", "C", "C", "C", "C", "C", "C", "C", "C", "C", "C", "C", "C", "C", "C", "C", "C", "C", "P", "C", "C", "C", "C", "C", "C", "C", "C", "C", "C", "C", "C", "H", "H", "H", "H", "H", "H", "H", "H", "H", "H", "H", "H", "H", "H", "H", "H", "H", "H", "H", "H", "H", "H", "H", "H", "H", "H", "H", "H", "C", "C", "C", "C", "C", "C", "C", "C", "C", "C", "C", "C", "N", "C", "C", "C", "C", "C", "C", "F", "H", "H", "H", "H", "H", "H", "H", "H", "H", "H", "H", "H", "H", "H", "H", "H", "H", "H", "H", "H", "H", "N", "C", "N", "N", "C", "N", "H", "H", "H", "H", "Cl", "N", "C", "N", "S", "H", "H", "H", "H"],
  "positions_angstrom": [[0.7850, 0.6040, 0.2986], [-1.1145, 0.4329, -2.3819], [-0.5065, 1.4284, -3.3259], [1.2376, 0.9533, -3.3888], [2.0597, 1.7873, -4.1263], [3.3651, 1.4265, -4.4149], [3.8172, 0.1819, -4.0184], [2.9773, -0.6673, -3.3119], [1.6820, -0.3169, -2.9483], [0.7294, -1.4692, -1.8264], [-0.5103, -2.0695, -3.0530], [-1.8227, -2.3116, -2.6483], [-2.7608, -2.7878, -3.5453], [-2.4000, -3.0268, -4.8692], [-1.0994, -2.7856, -5.2801], [-0.1568, -2.3081, -4.3729], [1.6299, -3.1167, -1.2941], [3.0746, -4.2187, -0.0691], [2.6049, -5.5962, 0.2918], [1.5212, -6.1810, -0.2072], [0.5958, -5.5104, -1.1158], [0.6069, -4.2395, -1.5253], [-0.6888, 2.9653, -2.4094], [-0.2289, 4.1185, -3.0223], [-0.3508, 5.3443, -2.3887], [-0.9663, 5.3985, -1.1517], [-1.4920, 4.2470, -0.5847], [-1.4026, 3.0002, -1.1937], [-2.2042, 1.4984, -0.3882], [-3.6399, 1.2441, -1.5410], [-4.3285, 0.0339, -1.4706], [-5.4396, -0.2050, -2.2644], [-5.8841, 0.7635, -3.1539], [-5.2086, 1.9730, -3.2311], [-4.0967, 2.2142, -2.4305], [-3.2196, 2.1633, 1.0241], [-3.0578, 1.3782, 2.3129], [-4.2097, 1.5265, 3.3211], [-5.0435, 2.7636, 3.1912], [-5.0163, 3.4866, 2.0753], [-4.1543, 3.1127, 0.9386], [1.6855, 2.7424, -4.4708], [4.0089, 2.1062, -4.9582], [4.8224, -0.1422, -4.2583], [3.3476, -1.6349, -3.0185], [-2.1067, -2.1075, -1.6215], [-3.7788, -2.9627, -3.2192], [-3.1335, -3.3952, -5.5752], [-0.8114, -2.9660, -6.3086], [0.8581, -2.1232, -4.7061], [4.0738, -4.0714, 0.3326], [3.2268, -6.1516, 0.9860], [1.2878, -7.2003, 0.0797], [-0.2253, -6.1139, -1.4889], [-0.1948, -4.0157, -2.2052], [0.2430, 4.0620, -3.9948], [0.0339, 6.2409, -2.8562], [-1.0543, 6.3437, -0.6298], [-1.9856, 4.3001, 0.3739], [-4.0018, -0.7240, -0.7692], [-5.9570, -1.1537, -2.1894], [-6.7469, 0.5772, -3.7812], [-5.5441, 2.7394, -3.9191], [-3.5935, 3.1696, -2.5181], [-2.0724, 1.5524, 2.7329], [-3.8239, 1.4557, 4.3389], [-5.6903, 3.0395, 4.0162], [-5.6451, 4.3655, 1.9779], [-4.3217, 3.6249, -0.0048], [1.7240, -3.8629, 2.5854], [1.1635, -3.0639, 1.3998], [-0.2917, -3.4815, 1.1500], [2.1496, -2.9889, 0.2039], [3.0108, -3.8993, -1.6002], [4.3016, -3.2835, -1.9969], [4.8752, -2.3056, -1.3109], [4.2699, -1.4687, -0.2528], [5.2663, -0.3271, 0.0505], [6.4263, -0.8574, 0.9144], [4.8054, 1.0293, 0.5633], [3.0672, -1.6823, 0.3525], [2.5060, -0.6694, 1.1603], [2.8616, -0.6082, 2.4756], [3.8554, -1.3533, 3.1352], [4.1357, -1.1711, 4.4834], [3.4418, -0.2444, 5.2507], [2.4362, 0.5003, 4.6365], [2.1857, 0.2869, 3.3094], [1.1597, 0.9957, 2.7105], [1.1966, -3.5772, 3.4992], [2.7842, -3.6660, 2.7543], [1.5872, -4.9352, 2.4464], [1.0949, -2.0401, 1.7574], [-0.7166, -3.0490, 0.2392], [-0.8941, -3.1134, 1.9861], [-0.4208, -4.5630, 1.0903], [2.8179, -4.7628, -2.2287], [4.8395, -3.7497, -2.8161], [5.8756, -2.0126, -1.6138], [5.7069, -0.1096, -0.9270], [6.1929, -0.7593, 1.9750], [7.3337, -0.2815, 0.7175], [6.6475, -1.9092, 0.7112], [4.4591, 1.0042, 1.5950], [4.0178, 1.4537, -0.0497], [5.6626, 1.7107, 0.5235], [4.4167, -2.0782, 2.5583], [4.9150, -1.7690, 4.9416], [3.6725, -0.0975, 6.2970], [1.8475, 1.2322, 5.1753], [-1.1046, 6.9620, 4.2105], [-1.2720, 5.7791, 3.5772], [-2.4825, 5.5416, 3.0157], [-0.2824, 4.9348, 3.5688], [-0.4053, 3.8682, 2.7931], [-0.4814, 2.9222, 2.1325], [-1.8980, 7.5083, 4.4903], [-0.2478, 7.0724, 4.7244], [-3.1158, 6.2985, 2.8307], [-2.5940, 4.7006, 2.4698], [1.8692, 2.6487, -0.6819], [-5.3444, -0.5178, 4.1927], [-4.9466, 0.1736, 3.0119], [-6.0625, 0.1636, 2.1149], [-3.3878, -0.4239, 2.1146], [-5.7906, -1.3977, 3.9642], [-4.5603, -0.6908, 4.8063], [-6.9144, 0.3790, 2.6204], [-5.9499, 0.8122, 1.3457]],
  "forces_ev_per_angstrom": [[-0.299, 0.309, 0.511], [0.065, 0.068, 0.002], [-0.205, -0.194, 0.124], [-0.050, -0.109, 0.029], [0.023, 0.031, 0.007], [0.013, -0.005, 0.012], [-0.021, 0.000, 0.005], [0.028, -0.025, 0.019], [-0.047, 0.125, 0.118], [0.110, -0.539, -0.423], [-0.016, 0.087, 0.069], [0.010, 0.051, 0.014], [0.012, -0.014, -0.064], [0.000, 0.014, 0.067], [0.024, 0.023, 0.021], [-0.015, -0.021, -0.081], [0.050, -0.019, 0.041], [-0.059, -0.069, -0.088], [0.121, 0.172, 0.000], [-0.146, 0.050, -0.125], [0.137, -0.146, 0.089], [0.145, 0.197, -0.028], [-0.067, -0.015, 0.032], [0.014, 0.035, 0.057], [-0.009, -0.047, -0.005], [0.039, 0.013, 0.004], [-0.070, -0.042, 0.083], [-0.063, -0.120, -0.110], [-0.193, 0.393, -0.233], [0.107, -0.143, 0.101], [0.055, -0.030, 0.103], [-0.004, 0.013, -0.014], [0.060, 0.041, 0.017], [0.020, -0.020, 0.031], [0.014, -0.001, -0.039], [0.085, -0.227, 0.124], [-0.068, -0.046, -0.087], [-0.231, 0.134, 0.045], [0.060, -0.130, 0.101], [0.014, 0.030, -0.159], [-0.174, 0.102, 0.002], [0.031, -0.060, -0.019], [-0.023, -0.017, -0.001], [-0.011, -0.001, 0.011], [-0.027, 0.087, -0.057], [-0.005, 0.000, -0.029], [0.015, 0.005, -0.003], [-0.001, 0.003, 0.009], [-0.001, 0.001, 0.020], [-0.008, -0.001, 0.005], [0.043, -0.008, 0.012], [-0.009, 0.033, 0.002], [-0.014, 0.020, -0.011], [0.007, -0.010, 0.008], [-0.014, 0.055, -0.006], [-0.046, 0.026, 0.029], [0.002, -0.013, -0.002], [-0.002, -0.030, 0.010], [0.024, 0.104, -0.084], [0.017, -0.006, 0.001], [0.005, 0.010, 0.009], [0.015, 0.009, 0.013], [0.005, -0.007, 0.003], [0.063, -0.012, 0.034], [-0.018, -0.034, -0.017], [0.054, -0.044, 0.001], [-0.006, -0.019, -0.016], [0.006, -0.027, -0.035], [0.032, 0.017, 0.041], [0.006, -0.020, 0.003], [-0.113, 0.013, 0.023], [-0.004, 0.009, 0.014], [0.074, -0.009, -0.055], [-0.027, 0.050, 0.082], [-0.132, -0.184, 0.021], [0.070, 0.148, 0.280], [0.135, -0.145, 0.031], [-0.053, 0.014, -0.109], [0.002, -0.044, -0.014], [0.019, 0.020, 0.087], [-0.062, 0.057, -0.044], [0.205, -0.284, 0.087], [-0.032, -0.120, -0.209], [0.113, -0.034, 0.031], [-0.043, 0.017, -0.034], [0.024, -0.002, -0.061], [-0.003, -0.013, 0.048], [-0.108, 0.102, 0.084], [0.066, -0.144, -0.016], [0.029, 0.012, -0.027], [-0.082, -0.027, -0.043], [-0.010, 0.012, 0.019], [-0.055, -0.028, -0.040], [0.050, 0.006, 0.078], [0.013, -0.055, 0.010], [0.013, 0.070, -0.011], [-0.059, -0.036, -0.028], [-0.022, 0.011, 0.004], [-0.034, 0.047, 0.006], [-0.021, 0.025, -0.073], [-0.014, -0.025, -0.019], [-0.022, 0.016, 0.041], [0.006, 0.044, -0.015], [0.047, -0.008, 0.000], [-0.040, 0.013, -0.031], [-0.023, -0.033, 0.003], [-0.003, 0.021, 0.032], [-0.003, 0.007, -0.013], [-0.014, -0.012, -0.019], [0.012, -0.008, -0.008], [0.041, 0.016, -0.029], [-0.401, 0.010, 0.003], [0.169, 0.112, -0.013], [0.337, -0.144, -0.137], [0.047, 0.027, 0.147], [0.066, 0.119, -0.233], [-0.013, -0.024, 0.041], [0.006, 0.007, -0.005], [-0.019, -0.010, 0.002], [-0.096, -0.046, 0.013], [0.183, 0.282, -0.087], [-0.057, 0.033, -0.001], [0.228, -0.028, -0.043], [-0.062, -0.031, 0.066], [-0.051, 0.156, -0.053], [0.030, -0.023, -0.022], [0.009, -0.009, 0.005], [0.012, 0.129, -0.011], [0.063, -0.066, -0.054]]
}


Record 3
{
  "formula": "C20H28AsCl2F2N4OSW",
  "method": "wB97M-V/def2-TZVPD",
  "spin_multiplicity": 3,
  "s2": 2.0202,
  "charge": 3,
  "de_lowest_ev": 0.448,
  "homo_energy_ev": [-17.65, -17.66],
  "total_energy_ha": -4893.37429,
  "species": ["W", "F", "C", "C", "C", "C", "C", "F", "C", "C", "C", "C", "C", "C", "N", "H", "H", "H", "H", "H", "H", "N", "N", "C", "N", "S", "H", "H", "H", "H", "H", "C", "C", "As", "C", "C", "C", "C", "H", "H", "H", "H", "H", "H", "H", "H", "H", "H", "H", "H", "H", "H", "H", "Cl", "C", "Cl", "H", "H", "O", "C"],
  "positions_angstrom": [[-0.1845, 0.0470, -0.0677], [4.7494, 0.9307, 2.1511], [3.9542, 1.1056, 1.1152], [2.8460, 0.2797, 0.9795], [2.0110, 0.4679, -0.1120], [2.2748, 1.4502, -1.0882], [3.3970, 2.2503, -0.8853], [3.6626, 3.2284, -1.7437], [4.2450, 2.0972, 0.1980], [1.3332, 1.5998, -2.2089], [1.6316, 2.1947, -3.4258], [0.6649, 2.2359, -4.4183], [-0.5857, 1.6787, -4.1802], [-0.8176, 1.0904, -2.9600], [0.1095, 1.0497, -1.9820], [2.6953, -0.5179, 1.6927], [5.1143, 2.7325, 0.3129], [2.6136, 2.6038, -3.6035], [0.8913, 2.6890, -5.3747], [-1.3604, 1.6868, -4.9336], [-1.7691, 0.6235, -2.7427], [-2.4012, 0.6400, 0.1876], [-3.3533, -0.1855, -0.4452], [-2.9845, -1.3566, -0.9903], [-3.9111, -2.1547, -1.4721], [-1.3317, -1.8177, -1.1087], [-2.6133, 0.6800, 1.1875], [-2.5029, 1.5952, -0.1742], [-4.3279, 0.0674, -0.3315], [-4.9004, -1.9452, -1.4366], [-3.6462, -3.0222, -1.9198], [1.7288, -3.1778, 2.3584], [1.1504, -2.0540, 3.2084], [-0.3708, -1.1454, 2.4013], [-1.7408, -2.5358, 2.2901], [-2.0942, -3.2228, 3.6046], [-0.9942, 0.1032, 3.7811], [-0.6775, -0.3154, 5.2169], [2.5273, -3.6755, 2.9075], [2.1576, -2.8227, 1.4209], [0.9808, -3.9357, 2.1229], [1.8937, -1.3002, 3.4719], [0.7621, -2.4388, 4.1519], [-1.3699, -3.2520, 1.5549], [-2.6270, -2.0670, 1.8503], [-1.2180, -3.6326, 4.1061], [-2.7654, -4.0576, 3.4036], [-2.6058, -2.5516, 4.2918], [-2.0735, 0.2154, 3.6348], [-0.5370, 1.0722, 3.5796], [-1.0909, -1.2874, 5.4740], [-1.1037, 0.4165, 5.9023], [0.3963, -0.3390, 5.3969], [-0.0978, 2.3382, 1.2506], [-0.0893, 3.8283, 0.2004], [-1.4986, 3.9223, -0.8324], [0.8151, 3.7913, -0.3964], [-0.0901, 4.6516, 0.9078], [1.9775, -1.9697, -1.1409], [1.3318, -1.1560, -0.6599]],
  "forces_ev_per_angstrom": [[0.108, -0.002, 0.502], [-0.008, -0.006, -0.002], [0.035, -0.001, -0.007], [0.005, -0.065, -0.066], [0.017, 0.489, 0.161], [0.019, -0.043, -0.020], [0.059, -0.033, 0.007], [0.000, 0.014, 0.012], [-0.014, 0.002, -0.009], [-0.006, -0.023, 0.017], [-0.012, 0.017, -0.012], [0.003, -0.001, 0.006], [-0.011, 0.000, 0.003], [0.011, 0.018, -0.002], [-0.016, 0.034, -0.059], [-0.018, 0.021, 0.027], [0.001, 0.000, -0.002], [-0.009, -0.005, -0.003], [-0.001, 0.000, 0.000], [-0.001, -0.001, 0.001], [-0.003, -0.005, -0.007], [0.058, 0.042, -0.096], [0.004, -0.002, 0.067], [0.005, -0.022, -0.049], [0.010, 0.005, 0.010], [-0.070, -0.083, -0.086], [0.009, 0.031, -0.003], [-0.006, -0.018, -0.011], [0.000, 0.009, -0.007], [-0.002, 0.002, 0.000], [-0.001, -0.002, 0.001], [-0.021, -0.008, 0.004], [0.034, -0.017, -0.002], [-0.038, 0.096, -0.178], [-0.003, -0.020, -0.003], [0.000, 0.000, -0.006], [0.014, 0.014, 0.027], [0.003, 0.026, -0.007], [-0.001, 0.001, 0.003], [0.012, 0.006, -0.012], [-0.003, 0.004, -0.004], [-0.012, 0.009, -0.002], [0.010, -0.004, 0.005], [0.007, -0.002, 0.004], [-0.001, 0.001, 0.001], [0.007, -0.002, -0.010], [-0.006, 0.005, 0.010], [0.008, 0.021, 0.019], [-0.002, -0.015, 0.008], [-0.014, 0.001, -0.007], [-0.020, -0.029, -0.007], [-0.005, -0.006, 0.001], [0.002, -0.002, -0.002], [-0.025, -0.096, 0.031], [-0.070, 0.170, -0.183], [0.037, -0.111, 0.084], [0.009, -0.032, 0.034], [0.019, -0.021, 0.027], [-0.009, 0.079, 0.141], [-0.099, -0.438, -0.352]]
}